[1]
{"formula": "C5H9N3", "method": "ωB97M-V with the def2-TZVPD basis set", "orbital_gap_ev": 8.968, "smiles": "C=NN/C=N\\C(=C)C", "energy_ha": -359.98385, "de_lowest_kj_mol": 560.3, "symbols": ["N", "N", "N", "C", "C", "C", "C", "C", "H", "H", "H", "H", "H", "H", "H", "H", "H"], "coordinates": [[-1.79088, -0.52734, 0.45429], [0.72483, 1.55524, -0.38806], [-1.73310, 0.89086, 0.09931], [-1.57299, -1.42869, -0.44216], [1.63670, -0.69531, -1.04713], [1.18047, 0.11245, -0.09127], [1.29805, 0.00659, 1.36018], [-0.67009, 1.65273, -0.44841], [-2.81033, 1.50517, 0.06789], [-1.55870, -2.49075, 0.08624], [0.30785, 0.15532, 1.96320], [1.87253, 0.78762, 1.76549], [-0.89265, 2.71934, -0.80620], [1.59543, -0.30516, -2.13259], [-1.19426, -1.09347, -1.36962], [1.53912, -1.04923, 1.77524], [2.06803, -1.79536, -0.84638]], "mulliken_charge": [-0.458, -0.538, -0.139, -0.357, -0.834, 0.505, -0.975, 0.086, 0.299, 0.262, 0.255, 0.350, 0.310, 0.292, 0.429, 0.277, 0.235]}


[2]
{"formula": "C5H9N3", "method": "ωB97M-V with the def2-TZVPD basis set", "orbital_gap_ev": 8.999, "energy_ha": -359.88278, "de_lowest_kj_mol": 825.7, "symbols": ["N", "N", "N", "C", "C", "C", "C", "C", "H", "H", "H", "H", "H", "H", "H", "H", "H"], "coordinates": [[-1.80156, -0.71216, 0.12155], [1.68553, -1.63838, -0.37872], [-0.58027, -0.32250, -0.17699], [-0.38332, 0.95019, -0.51204], [1.95139, 0.94215, 0.64473], [0.77395, 1.58018, -0.34405], [0.55874, -1.43180, 0.09444], [-2.54147, 0.24600, 0.34183], [0.01470, -2.06801, 0.55740], [-2.24615, 1.21440, 0.18667], [-1.28055, 1.53451, -1.07856], [0.95977, 2.62034, -0.64146], [3.09206, 1.21123, -0.03402], [2.21444, -0.76600, -0.48743], [1.81915, 1.34335, 2.05940], [-3.69012, 0.12587, 0.35039], [1.83500, -0.22471, 0.77725]], "mulliken_charge": [-0.785, -0.589, 0.585, 0.197, -1.136, -0.554, -0.210, -0.508, 0.576, 0.403, 0.300, 0.349, 0.259, 0.311, 0.244, 0.222, 0.335]}


[3]
{"formula": "C5H9N3", "method": "ωB97M-V with the def2-TZVPD basis set", "orbital_gap_ev": 9.891, "smiles": "C[C@H]1C=CC(NN)=N1", "energy_ha": -360.10951, "de_lowest_kj_mol": 230.4, "symbols": ["N", "N", "N", "C", "C", "C", "C", "C", "H", "H", "H", "H", "H", "H", "H", "H", "H"], "coordinates": [[0.64647, 2.21527, -0.30684], [-0.61322, 0.29332, 0.27455], [-0.14911, 3.15089, 0.45449], [0.46865, 0.87170, -0.11558], [-1.46470, -1.98982, -0.33615], [1.46582, -0.12598, -0.48754], [1.01930, -1.35855, -0.23310], [-0.38250, -1.11260, 0.36250], [1.59040, 2.44622, -0.24484], [2.54586, 0.00958, -0.71990], [1.54309, -2.28851, -0.08594], [-0.23043, -1.41376, 1.50884], [-1.24480, -2.97163, -0.10897], [-0.22885, 2.71759, 1.30975], [-2.47509, -1.74983, -0.02272], [-1.44588, -1.62743, -1.41611], [-1.04503, 2.93355, 0.16757]], "mulliken_charge": [-0.158, -0.647, -0.642, 0.549, -1.270, -0.396, -0.715, 0.493, 0.300, 0.276, 0.399, 0.231, 0.404, 0.267, 0.327, 0.285, 0.299]}


[4]
{"formula": "C5H9N3", "method": "ωB97M-V with the def2-TZVPD basis set", "orbital_gap_ev": 7.860, "energy_ha": -359.90640, "de_lowest_kj_mol": 763.7, "symbols": ["N", "N", "N", "C", "C", "C", "C", "C", "H", "H", "H", "H", "H", "H", "H", "H", "H"], "coordinates": [[0.70467, -1.22965, -0.53374], [-2.14623, -0.30790, -0.41444], [-2.25077, 1.12215, -0.02861], [-0.95491, 1.53422, -0.30375], [2.58428, 0.03153, 0.38064], [0.45990, 1.02900, -0.16972], [1.21099, -0.06136, -0.08535], [-2.93894, -0.95940, 0.43359], [1.18255, 2.01694, -0.31123], [1.28937, -2.00765, -0.44127], [2.96579, -1.19436, 0.58586], [-0.94864, 2.58619, -0.09791], [-3.24026, -2.10948, -0.06166], [-0.42199, -1.08147, -1.06143], [3.33221, 0.47093, -0.66171], [2.90236, 0.63658, 1.44763], [-3.73037, -0.47628, 1.32308]], "mulliken_charge": [-0.500, -0.159, -0.583, -0.189, -1.134, -0.590, 1.200, -0.319, 0.087, 0.162, 0.270, 0.346, 0.204, 0.418, 0.246, 0.271, 0.271]}


[5]
{"formula": "C5H9N3", "method": "ωB97M-V with the def2-TZVPD basis set", "orbital_gap_ev": [7.761, 5.589], "smiles": "[H]/N=C(/N)C=C.C=C=N", "energy_ha": -359.92146, "de_lowest_kj_mol": 724.1, "symbols": ["N", "N", "N", "C", "C", "C", "C", "C", "H", "H", "H", "H", "H", "H", "H", "H", "H"], "coordinates": [[-0.37468, -2.38538, 0.38967], [-1.84179, -0.63805, 0.98093], [-1.08461, 0.38439, -1.43311], [1.85703, -0.43298, 0.97212], [0.58516, 0.00323, 0.83350], [-0.64249, -1.23951, 0.79719], [-0.02755, 0.91575, -0.94861], [0.78664, 1.90131, -1.37471], [-1.72968, 1.04231, -1.86862], [-2.62643, -0.99257, 0.45394], [2.34710, -0.50369, 1.93317], [1.69191, 2.10366, -0.82397], [-0.19834, -2.58564, -0.58693], [0.22639, 0.62418, 1.65332], [0.58306, 2.43809, -2.28875], [2.30412, -0.99732, 0.16724], [-1.85584, 0.36224, 1.14364]], "mulliken_charge": [-0.753, -0.479, -0.484, -0.748, -0.343, 0.670, 0.532, -0.932, 0.236, 0.279, 0.322, 0.306, 0.274, 0.319, 0.291, 0.284, 0.227]}


[6]
{"formula": "C5H9N3O", "method": "ωB97M-V with the def2-TZVPD basis set", "orbital_gap_ev": 9.981, "smiles": "C=NNCC(=C)/C=N\\O", "energy_ha": -435.23532, "de_lowest_kj_mol": 583.9, "symbols": ["O", "N", "N", "N", "C", "C", "C", "C", "C", "H", "H", "H", "H", "H", "H", "H", "H", "H"], "coordinates": [[1.04650, -2.04750, 0.08184], [-2.38479, -0.18082, 0.31147], [-1.07012, 0.01771, -0.14582], [2.18790, -1.33262, -0.21077], [-0.21901, 0.68470, 0.81910], [1.01311, 0.96985, 0.13772], [1.17244, 2.20228, -0.34778], [-3.43784, -0.27497, -0.42000], [2.14958, -0.05478, -0.08886], [2.00439, 2.54740, -1.03644], [-3.16206, -0.53139, -1.52412], [-0.50065, 1.66936, 1.31631], [3.14736, 0.52425, -0.24767], [-4.49653, -0.34351, 0.02205], [-0.25100, -0.01415, 1.77080], [-0.95014, 0.43619, -1.14639], [0.31034, -1.42081, -0.01304], [0.32577, 2.82031, -0.08138]], "mulliken_charge": [-0.371, -0.570, -0.003, -0.429, -0.909, 0.854, -0.852, -0.334, -0.180, 0.299, 0.227, 0.388, 0.272, 0.255, 0.236, 0.321, 0.509, 0.287]}


[7]
{"formula": "C5H9N3O", "method": "ωB97M-V with the def2-TZVPD basis set", "orbital_gap_ev": 9.078, "smiles": "NN1C=N[C@H]2[C@@H](O)[C@H]2C1", "energy_ha": -435.28121, "de_lowest_kj_mol": 463.4, "symbols": ["O", "N", "N", "N", "C", "C", "C", "C", "C", "H", "H", "H", "H", "H", "H", "H", "H", "H"], "coordinates": [[1.51356, -0.53315, 1.47430], [0.44851, 1.70358, 0.07816], [-2.56253, -0.33189, 0.17140], [-1.19098, 0.06419, 0.03152], [2.05278, -0.30691, 0.15076], [-0.78891, 1.32975, 0.24795], [-0.42160, -1.07262, -0.32235], [0.99053, -0.61021, -0.82400], [1.46573, 0.86733, -0.53445], [-3.24745, 0.30362, -0.40780], [1.27016, -0.86064, -1.86491], [1.96828, 1.35296, -1.33422], [-0.88859, -1.77159, -1.07744], [-1.32258, 2.06786, 0.71691], [-0.27112, -1.56686, 0.68881], [-3.10821, -0.40763, 1.16043], [1.00923, 0.35285, 1.77462], [3.08319, -0.58064, -0.12967]], "mulliken_charge": [-0.613, -0.772, -1.004, 0.309, -0.254, 0.031, -0.451, -0.358, -0.031, 0.246, 0.365, 0.443, 0.316, 0.448, 0.331, 0.248, 0.403, 0.341]}


[8]
{"formula": "C5H9N3O", "method": "ωB97M-V with the def2-TZVPD basis set", "orbital_gap_ev": 9.491, "smiles": "O=CCN/N=C/N1CC1", "energy_ha": -435.31139, "de_lowest_kj_mol": 384.2, "symbols": ["O", "N", "N", "N", "C", "C", "C", "C", "C", "H", "H", "H", "H", "H", "H", "H", "H", "H"], "coordinates": [[1.85334, 0.63595, 1.78221], [0.78894, 1.62873, -0.72113], [-0.06496, 0.57031, -0.99768], [-0.26039, -1.71401, -1.13701], [-0.64500, -2.56308, -0.09985], [1.04811, 1.52358, 1.75472], [0.43230, -0.58308, -0.86368], [-1.68940, -1.82356, -0.82925], [0.55923, 2.23563, 0.54239], [-0.41180, -3.58625, -0.37154], [0.64695, 1.96363, 2.68655], [1.48657, -0.75829, -0.54828], [-0.52267, -2.27025, 0.96398], [-2.11004, -0.98454, -0.39107], [1.06335, 3.22948, 0.58370], [0.58592, 2.30236, -1.44132], [-2.23611, -2.25909, -1.66140], [-0.52433, 2.45252, 0.74868]], "mulliken_charge": [-0.450, -0.279, -0.495, -0.277, -0.340, -0.030, 0.022, -0.432, -0.473, 0.253, 0.339, 0.429, 0.225, 0.294, 0.354, 0.268, 0.218, 0.373]}


[9]
{"formula": "C5H9N3O", "method": "ωB97M-V with the def2-TZVPD basis set", "orbital_gap_ev": 9.498, "smiles": "C=NN1CC(NC=O)C1", "energy_ha": -435.24009, "de_lowest_kj_mol": 571.4, "symbols": ["O", "N", "N", "N", "C", "C", "C", "C", "C", "H", "H", "H", "H", "H", "H", "H", "H", "H"], "coordinates": [[-0.76675, 4.15207, 1.01533], [0.42173, -0.96947, -0.76192], [0.93390, -2.16695, -0.96258], [-0.43272, 1.84349, 0.21590], [-0.82225, 0.45570, 0.14334], [2.09327, -2.62791, -0.35650], [-0.86486, -0.46652, -1.26123], [-1.07791, 2.99442, 0.68393], [0.27019, -0.54064, 0.54686], [-1.74774, -0.98240, -1.31508], [2.71235, -3.54866, -0.78488], [-1.02384, 0.23516, -2.08687], [-0.33402, -1.34636, 1.26379], [1.16975, -0.19648, 1.11255], [0.68254, 2.07894, 0.06864], [-1.61709, 0.40748, 0.85872], [2.51155, -2.17928, 0.56613], [-2.10812, 2.85741, 1.05387]], "mulliken_charge": [-0.549, 0.740, -0.924, -0.171, -0.081, -0.289, -0.704, -0.021, -0.807, 0.359, 0.241, 0.294, 0.292, 0.414, 0.293, 0.419, 0.209, 0.285]}


[10]
{"formula": "C5H9N3O", "method": "ωB97M-V with the def2-TZVPD basis set", "orbital_gap_ev": 8.671, "energy_ha": -435.19656, "de_lowest_kj_mol": 685.7, "symbols": ["O", "N", "N", "N", "C", "C", "C", "C", "C", "H", "H", "H", "H", "H", "H", "H", "H", "H"], "coordinates": [[0.55381, 0.77178, 2.12368], [1.00537, -0.16786, 1.15814], [-1.92046, 0.78830, -0.20528], [1.05871, -0.45605, -1.58669], [-0.45424, -2.53834, 0.62340], [-0.21729, 2.12993, -1.25139], [-0.00428, -1.34728, 0.35250], [0.31082, -0.23162, -0.51337], [-0.73649, 0.86759, -0.64308], [0.42351, 0.26860, 2.94265], [1.96803, 0.05834, 0.89760], [-0.42829, -2.93198, 1.62975], [1.65178, -1.27659, -1.47308], [-0.86405, -3.15194, -0.16905], [-2.10690, -0.08730, 0.28540], [0.31599, 1.89626, -2.17072], [0.48763, 2.59789, -0.56081], [-1.04366, 2.81027, -1.43962]], "mulliken_charge": [-0.367, -0.329, -0.782, -0.839, -0.726, -1.202, -0.137, 0.923, 0.744, 0.328, 0.359, 0.265, 0.233, 0.282, 0.256, 0.367, 0.255, 0.372]}


[11]
{"formula": "C5H9N3P", "method": "ωB97M-V with the def2-TZVPD basis set", "orbital_gap_ev": 9.089, "energy_ha": -701.18813, "charge": 1, "de_lowest_kj_mol": 198.2, "symbols": ["P", "N", "N", "N", "C", "C", "C", "C", "C", "H", "H", "H", "H", "H", "H", "H", "H", "H"], "coordinates": [[1.56434, 0.54611, 1.24488], [-1.12684, 0.70624, -0.86901], [-1.68295, -0.96416, 0.68518], [-2.96929, 0.85357, 0.53286], [2.93701, -0.18952, 0.32258], [0.76843, 0.35231, -0.39313], [2.62609, -0.87394, -0.82065], [-1.86078, 0.21849, 0.09700], [1.28082, -0.57698, -1.20280], [3.19500, -1.71998, -1.34270], [-1.46747, 1.61466, -1.17167], [2.14572, 1.88653, 1.12121], [-2.19811, -1.25027, 1.45946], [3.83981, -0.33972, 0.95678], [-0.96774, -1.71282, 0.27059], [-3.05083, 1.79869, 0.07676], [-3.80701, 0.65209, 1.13546], [0.77379, -1.00129, -2.10281]], "mulliken_charge": [-0.042, -0.452, -0.373, -0.425, -0.297, 0.075, -0.535, 0.739, -0.021, 0.333, 0.213, 0.127, 0.187, 0.370, 0.279, 0.195, 0.239, 0.387]}


[12]
{"formula": "C5H9N3S", "method": "ωB97M-V with the def2-TZVPD basis set", "orbital_gap_ev": [6.361, 8.370], "energy_ha": -757.48415, "charge": 2, "de_lowest_kj_mol": 270.8, "symbols": ["S", "N", "N", "N", "C", "C", "C", "C", "C", "H", "H", "H", "H", "H", "H", "H", "H", "H"], "coordinates": [[-3.58075, -1.32502, 0.49281], [-1.31323, 0.81728, 1.71549], [-0.95945, -0.94268, -0.36209], [-0.30228, 1.03470, 1.04826], [0.61891, 2.18992, 1.21872], [-0.55013, -1.98571, -1.22094], [1.41063, 0.04351, -0.48146], [-0.02697, 0.06195, -0.03094], [-2.16712, -0.97387, 0.09027], [0.26627, 3.11199, 1.69762], [1.40897, 0.18331, -1.53437], [2.02470, 0.87405, -0.07655], [-1.45175, -2.48420, -1.59232], [0.21186, -2.58833, -0.73517], [1.43187, 1.81939, 1.89698], [1.02645, 2.51303, 0.29490], [-0.07048, -1.40850, -2.11857], [2.02249, -0.94081, -0.30264]], "mulliken_charge": [0.050, -0.645, 0.043, 0.789, -0.895, -0.818, -1.402, 0.727, 0.739, 0.333, 0.526, 0.309, 0.366, 0.327, 0.438, 0.379, 0.352, 0.382]}